1.
C3H6N2S in the gas phase, computed with ωB97M-V with the def2-TZVPD basis set.

Element x y z (Å)
C -0.67970 0.02601 -0.55465
C 0.18992 -1.03172 0.04991
C 0.01773 1.25662 -0.02585
H -1.75348 0.27908 1.13424
H -0.49814 0.11844 -1.61832
H 0.08800 -0.92091 1.34487
H 0.18000 -2.12375 -0.26543
H 2.39625 -0.74199 0.24735
H -0.45719 2.36136 -0.07677
N 1.51353 -0.26325 -0.26372
N 1.32087 0.94669 0.07991
S -2.31779 0.09341 -0.05153

The SMILES is S[C@H]1C=NNC1. Its total energy is -17020.33026 eV. Its energy relative to the best compared isomer or geometry (same formula, charge and spin) is 85.6 kcal/mol. Its total charge is 0. The molar mass is 102.2 g/mol. For the LUMO energy, the calculation gives 0.0333 Ha. The value obtained for the gap between HOMO and LUMO is 9.55 eV.

=====

2.
A molecular structure, C38H107FeN7O16P, computed with ωB97M-V with the def2-TZVPD basis set.

Element x y z (Å)
Fe -0.43186 -0.80649 -0.79402
P 1.10592 -0.05835 0.76872
O 1.24069 0.03672 -0.77235
O 0.54768 -1.45433 0.72048
O -0.36941 0.49548 0.65632
O 2.24513 0.32861 1.72706
C 5.05866 2.04691 -2.57404
C 4.45729 0.76177 -2.02053
O 3.08267 0.79132 -2.28979
H 4.66689 3.00042 -2.22409
H 4.95489 2.06940 -3.66124
H 6.14276 1.95785 -2.47249
H 4.64280 0.56112 -0.96216
H 4.89143 -0.08900 -2.55559
H 2.56991 0.31986 -1.60037
C 0.07525 -6.58171 -1.57927
C 1.13023 -5.98462 -0.58788
O 0.76658 -4.60135 -0.44560
H -0.96651 -6.30345 -1.41349
H 0.01765 -7.66780 -1.47890
H 0.25805 -6.35332 -2.62771
H 2.20179 -6.16769 -0.68206
H 0.96418 -6.39717 0.41194
H 1.34934 -4.25422 0.25559
C 1.24012 2.00723 6.15763
C 1.88326 1.80042 4.77383
O 1.36439 0.60742 4.18999
H 1.67961 1.33261 6.89169
H 0.17780 1.77694 6.06893
H 1.35299 3.04306 6.47655
H 2.97092 1.70888 4.74975
H 1.65855 2.62450 4.09011
H 1.80187 0.41337 3.34461
C 4.06656 4.43788 1.49387
C 3.66627 3.04950 0.99610
O 4.08311 2.04374 1.92235
H 3.98788 4.48769 2.58011
H 3.51916 5.21275 0.95879
H 5.13272 4.63934 1.36443
H 3.92472 2.75164 -0.02038
H 2.58343 3.03100 1.10718
H 3.43786 1.30549 1.90631
C 5.22387 -2.85594 2.78762
C 4.72045 -1.48288 2.30140
O 4.05435 -0.78643 3.28454
H 5.43250 -3.54092 1.96361
H 4.51219 -3.36310 3.43935
H 6.19202 -2.70627 3.26640
H 4.05892 -1.59928 1.43641
H 5.57500 -0.94831 1.87321
H 3.31412 -0.40533 2.78196
C 1.21660 3.05449 -4.73081
C 0.77483 3.67295 -3.40082
C -0.38130 4.68861 -3.51177
O 0.00711 5.65035 -4.46627
C -1.03388 6.57438 -4.76796
N 0.47384 2.59077 -2.44538
H 0.41391 2.42343 -5.11928
H 2.16150 2.51488 -4.72152
H 1.26579 3.92915 -5.38140
H 1.62550 4.23292 -3.00169
H -0.44488 5.03103 -2.47677
H -1.28556 4.20059 -3.88567
H -0.53973 7.39135 -5.29296
H -1.39214 7.00166 -3.82863
H -1.86490 6.18010 -5.35466
H 0.48927 3.03065 -1.52650
H 1.31435 2.02542 -2.35276
C 1.40121 -5.31877 3.45113
C 1.03167 -3.97378 2.77187
C 1.01450 -2.80105 3.84018
O -0.06149 -3.00629 4.77929
C -0.07760 -1.93986 5.75232
N 2.02123 -3.58653 1.72639
H 1.43958 -6.08303 2.67104
H 0.68293 -5.75002 4.14956
H 2.35513 -5.36596 3.97880
H 0.04955 -4.09984 2.31493
H 0.82784 -1.90105 3.25157
H 2.04112 -2.73548 4.20740
H -0.26609 -0.95224 5.33336
H 0.85631 -1.94290 6.31795
H -0.82400 -2.26553 6.47684
H 1.62251 -2.73560 1.30660
H 2.82310 -3.38728 2.31105
C -2.99074 1.69053 -1.53215
C -2.65737 0.56759 -2.56476
C -2.96503 0.92566 -3.99278
O -2.35322 -0.03503 -4.83985
C -2.44545 0.30643 -6.19732
N -1.21844 0.27913 -2.39623
H -3.29766 1.33172 -0.54962
H -3.85110 2.23184 -1.93526
H -2.24092 2.46274 -1.36350
H -3.24256 -0.31997 -2.31433
H -2.59023 1.94200 -4.15433
H -4.03018 0.93311 -4.23500
H -3.45928 0.27895 -6.60440
H -1.82604 -0.31662 -6.84103
H -2.09677 1.33702 -6.30559
H -0.90440 1.25383 -2.38946
H -1.09425 0.02486 -3.37492
C -3.20338 -3.53738 1.07072
C -2.48393 -3.10006 -0.22283
C -3.23982 -3.68548 -1.42414
O -2.81329 -3.09720 -2.63349
C -3.74621 -3.21522 -3.67844
N -2.26854 -1.60597 -0.18093
H -2.78368 -3.21049 2.02017
H -3.34976 -4.60940 1.22414
H -4.24703 -3.20969 1.10382
H -1.48611 -3.54015 -0.17966
H -4.32526 -3.57505 -1.31973
H -3.18999 -4.77709 -1.36677
H -3.28224 -2.89835 -4.61323
H -4.61875 -2.59080 -3.47813
H -4.00658 -4.25365 -3.89911
H -2.26560 -1.39404 0.83759
H -3.24027 -1.31316 -0.27082
C -3.78992 -1.40175 4.25707
C -3.28126 -0.32233 3.26351
C -2.77240 0.97886 3.92365
O -3.77698 1.97529 3.91759
C -3.63946 3.00020 4.86178
N -2.14064 -0.95042 2.53956
H -4.78643 -1.06246 4.55008
H -3.20112 -1.53820 5.15893
H -3.95757 -2.37395 3.79434
H -4.06528 -0.15580 2.52351
H -1.99578 1.46118 3.32545
H -2.45570 0.68093 4.92591
H -3.12664 2.61300 5.74617
H -4.54271 3.52840 5.16206
H -2.93978 3.71901 4.42594
H -1.43627 -0.31126 2.18235
H -1.59500 -1.46611 3.22202
C 0.26654 5.57944 1.66979
C -0.76625 4.42677 1.35900
C -1.79081 4.82876 0.31034
O -2.53852 6.00279 0.68446
C -3.38813 5.78021 1.82086
N 0.07316 3.44828 0.62978
H 1.16458 5.16094 2.12396
H -0.07857 6.40310 2.29552
H 0.57449 6.04602 0.73295
H -1.08092 3.93041 2.27781
H -2.46802 3.97502 0.20044
H -1.37383 4.96765 -0.68430
H -4.31224 5.31151 1.48185
H -3.62577 6.77180 2.20885
H -2.86703 5.30964 2.65246
H -0.43528 2.58419 0.45933
H 0.83463 3.05973 1.16945
C 2.39175 -2.65990 -2.99382
C 1.00104 -2.06070 -3.27889
C 0.38771 -2.72390 -4.55692
O 0.01749 -4.01607 -4.17361
C -0.59340 -4.79935 -5.18520
N 0.10108 -2.28856 -2.12219
H 2.88833 -2.16785 -2.15544
H 3.05801 -2.69591 -3.85534
H 2.35923 -3.68566 -2.61960
H 1.19287 -0.99606 -3.42472
H 1.13090 -2.68865 -5.35664
H -0.43054 -2.06661 -4.86963
H -1.60525 -4.38993 -5.14406
H -0.66896 -5.83726 -4.86098
H -0.06210 -4.80365 -6.13708
H -0.60386 -2.89797 -2.53427
H 0.61020 -3.04587 -1.66305

Its total energy is -128005.46490 eV. Its energy relative to the best compared isomer or geometry (same formula, charge and spin) is 0.0 kcal/mol. Its multiplicity is 6. Its total charge is 0. The molar mass is 1005.1 g/mol. For the LUMO energy (alpha / beta), the calculation gives 0.0048 / -0.0180 Ha. The value obtained for the gap between HOMO and LUMO (alpha / beta) is 8.98 / 8.41 eV. As for the expectation value of S²: 8.76.